# 1
Below is a single C4H13N3O molecule, with properties calculated with wB97M-V/def2-TZVPD.

```
21
Properties=species:S:1:pos:R:3:forces:R:3:nbo_charge:R:1
N -2.27270 1.91252 1.85920 4.8 0.5 0.2 -0.831
C -1.46275 0.69211 1.80584 -1.8 -1.5 -1.3 -0.048
N -1.77771 -0.21115 0.56851 0.1 0.1 3.6 -0.639
C -0.74526 -1.19052 0.26215 1.5 1.7 -1.4 -0.235
C 0.69951 -0.49672 -0.24920 -3.8 -1.6 1.6 -0.258
N 1.45945 -1.42412 -1.11295 -2.1 1.8 -1.4 -0.657
C 1.95792 -0.52634 -2.11487 -1.5 1.6 0.1 0.094
O 2.34458 0.70280 -1.51626 1.2 2.3 1.2 -0.772
H -1.84499 2.56064 1.18451 0.0 -0.2 0.7 0.344
H -3.17897 1.97625 1.61955 -4.1 -1.1 -0.6 0.361
H -1.44186 0.05617 2.74654 -0.4 0.9 -1.2 0.180
H -0.50665 1.05991 1.58160 1.7 0.4 0.5 0.159
H -1.88864 0.42974 -0.17509 -0.1 0.6 -1.1 0.339
H -1.06379 -1.51931 -0.70191 -0.3 -1.3 -0.5 0.198
H -0.67004 -2.00672 0.99860 0.0 0.5 -0.3 0.193
H 1.28388 -0.30159 0.63618 0.1 0.8 0.2 0.171
H 0.28226 0.43757 -0.78085 1.2 -1.6 0.9 0.216
H 2.14150 -1.90790 -0.60279 1.3 -0.6 0.6 0.362
H 1.05105 -0.17487 -2.82929 2.3 -1.2 1.3 0.164
H 2.87869 -0.74892 -2.57754 0.4 -1.7 -1.3 0.187
H 2.75453 0.68044 -0.60194 -0.7 -0.6 -1.9 0.473
```
Forces are in eV/Å.

The SMILES is NCNCCNCO. As for the molar mass: 119.17 g mol⁻¹. Its spin multiplicity is 1. The HOMO-LUMO gap is 9.1 eV. As for the charge: 0. The calculation puts the total energy at -10873.5683 eV. The energy relative to the best compared isomer or geometry (same formula, charge and spin) is 4.109 eV.


# 2
Below is a 2-piece molecular cluster, C4H13N3S overall, with properties calculated with wB97M-V/def2-TZVPD.

```
21
Properties=species:S:1:pos:R:3:forces:R:3:nbo_charge:R:1
C -2.16707 -0.40309 -0.75676 -0.4 -1.0 -1.3 -0.557
N -1.76156 -0.54922 0.61271 -0.2 3.0 -1.6 0.036
C -1.70604 0.79115 1.11446 0.2 -1.8 3.7 -0.237
N -1.37658 0.73298 2.58435 1.2 -0.8 -2.8 -0.629
H -2.34375 -1.36747 -1.26500 0.1 0.4 0.5 0.263
H -1.44669 0.18100 -1.40878 -0.2 -0.4 0.9 0.288
H -3.08916 0.20412 -0.81599 0.2 -0.2 0.0 0.273
H -1.03093 1.47480 0.57162 0.2 0.1 -0.3 0.313
H -2.72993 1.20959 1.05506 0.1 0.1 -0.3 0.330
H -0.94420 -0.21078 2.63291 -0.5 0.6 1.0 0.389
H -0.66267 1.40698 2.87619 -0.5 0.1 0.0 0.398
C 1.13967 -1.38792 -0.25683 0.9 -0.7 0.4 -0.235
C 1.59805 -0.05203 0.32905 0.0 0.6 -1.1 -0.575
S 1.27966 1.23513 -0.97703 -0.1 0.0 1.4 0.128
N 1.59346 -1.64607 -1.58754 -0.5 0.6 -0.7 -0.790
H 0.05304 -1.41909 -0.20836 -0.2 -0.2 0.0 0.179
H 1.53902 -2.22784 0.33807 -0.4 0.4 0.2 0.226
H 2.68730 -0.02396 0.52784 -0.5 0.0 -0.1 0.265
H 1.06451 0.18838 1.26197 0.2 0.2 -0.1 0.208
H 2.57605 -1.79758 -1.58383 0.9 -0.6 0.0 0.366
H 1.47793 -0.83266 -2.19546 -0.3 -0.3 0.1 0.363
```
Forces are in eV/Å.

As for the molar mass: 135.24 g mol⁻¹. Its spin multiplicity is 2. As for the expectation value of S²: 1.083. The HOMO-LUMO gap (spin up / spin down) is 4.0 / 5.6 eV. As for the charge: +1. The calculation puts the total energy at -19651.3970 eV. The energy relative to the best compared isomer or geometry (same formula, charge and spin) is 5.488 eV.


# 3
Below is a 2-piece molecular cluster, C4H13NO overall, with properties calculated with wB97M-V/def2-TZVPD.

```
19
Properties=species:S:1:pos:R:3:forces:R:3:nbo_charge:R:1
C 1.17080 -2.81233 -1.46328 -0.6 -0.6 -0.4 -0.636
C 0.10151 -1.73987 -1.52341 -1.2 0.0 0.5 -0.060
O 0.68392 -0.48848 -1.23795 -0.1 -0.4 0.0 -0.526
C -0.19947 0.55797 -0.97026 -0.8 2.3 -0.8 -0.058
C -1.73485 0.47742 -0.94639 0.0 -2.2 -0.4 -0.645
H 0.95458 -3.60100 -0.74529 0.0 0.3 0.5 0.212
H 2.13956 -2.36919 -1.25752 0.1 -0.1 -0.1 0.232
H 1.14321 -3.36213 -2.40613 0.6 0.2 -0.1 0.209
H -0.46220 -1.76212 -2.46526 0.6 0.3 -0.5 0.154
H -0.73419 -1.88076 -0.82783 0.4 -0.4 0.4 0.161
H 0.12400 1.12173 -0.11293 0.4 -0.2 0.8 0.168
H -0.12008 1.31286 -1.76765 0.6 -0.1 -0.2 0.158
H -2.06324 0.24981 -1.95704 -0.2 0.6 -0.3 0.203
H -2.22497 -0.35698 -0.43401 0.4 0.2 0.7 0.204
H -2.14481 1.40345 -0.57488 0.0 0.3 -0.1 0.225
N 0.69977 3.17042 4.94131 -0.4 -0.2 -1.3 -1.051
H 0.14081 3.71088 4.28211 -0.4 0.6 0.7 0.347
H 1.43229 3.79214 5.25640 0.2 0.0 0.0 0.355
H 1.09336 2.57618 4.21003 0.6 -0.4 0.7 0.350
```
Forces are in eV/Å.

The SMILES is CCOCC.N. As for the molar mass: 91.15 g mol⁻¹. Its spin multiplicity is 1. The HOMO-LUMO gap is 10.1 eV. As for the charge: 0. The calculation puts the total energy at -7895.0762 eV. The energy relative to the best compared isomer or geometry (same formula, charge and spin) is 1.585 eV.


Q: What is the molar mass in the first record?
A: 119.17 g mol⁻¹